Entry 1:
129
Properties=species:S:1:pos:R:3 method="wB97M-V/def2-TZVPD" multiplicity=1 homo_energy_ev=-10.0 gap_ha=0.3699 fmax_ev_per_a=7.5 relative_energy_kcal_mol=78.5
C 5.43630 4.60793 23.70050
C 6.81815 4.04740 24.12086
O 6.49783 3.24033 25.18748
H 4.70290 3.82266 23.51726
H 5.50744 5.19572 22.78534
H 5.03728 5.23715 24.49609
H 7.53172 4.85893 24.26346
H 7.21015 3.43851 23.30620
H 7.29330 2.82566 25.52934
C -2.63273 4.36032 22.41876
C -3.25921 5.69752 22.65685
O -2.28084 6.65034 22.35556
H -1.67983 4.10918 22.88460
H -2.43045 4.23061 21.35558
H -3.36119 3.56453 22.57417
H -3.54096 5.75328 23.70832
H -4.12571 5.84257 22.01168
H -1.90678 6.52096 21.48096
C -0.33856 16.79248 27.78897
C -0.47290 17.82287 28.93815
O -0.35400 19.14014 28.34830
H -0.96293 16.91465 26.90391
H -0.49580 15.85859 28.32862
H 0.69840 16.75470 27.45522
H 0.24791 17.71276 29.74834
H -1.43705 17.72159 29.43640
H -0.75882 19.72407 28.99387
C -0.39385 2.45466 28.01760
C 1.00715 2.94750 27.68985
O 1.70945 1.79095 27.18811
H -1.00542 3.28902 28.36102
H -0.42213 1.72832 28.82983
H -0.84415 2.08457 27.09655
H 1.47530 3.32295 28.59978
H 0.83793 3.75650 26.97922
H 2.58162 2.12113 26.96027
C -6.80521 5.61409 28.68040
C -6.98919 6.78312 29.66474
O -5.80330 6.84155 30.45653
H -7.10969 4.69603 29.18296
H -5.78677 5.55088 28.29718
H -7.41916 5.85646 27.81298
H -7.82486 6.57466 30.33281
H -7.12179 7.70825 29.10380
H -5.14231 7.21309 29.86777
C 6.45156 9.15809 35.34514
C 7.13550 8.41860 36.46976
O 6.21201 7.68162 37.19816
H 5.82071 8.47344 34.77823
H 7.21012 9.64678 34.73370
H 5.91584 9.98553 35.81039
H 7.70339 9.10448 37.09839
H 7.84165 7.65190 36.15094
H 6.41559 7.86703 38.11782
C -5.47585 13.60204 25.22187
C -4.75064 12.81553 24.10236
O -4.14243 11.69773 24.66449
H -4.68965 14.07068 25.81377
H -5.92949 12.98137 25.99457
H -6.14559 14.33888 24.77845
H -3.94981 13.37888 23.62339
H -5.45474 12.49721 23.33359
H -3.83535 11.06351 24.01252
C 0.79084 9.56092 30.06497
C 0.14517 9.52458 28.67782
O -1.18897 9.02230 28.74231
H 1.80391 9.96073 30.02107
H 0.77789 8.58371 30.54766
H 0.17690 10.13002 30.76306
H 0.73923 8.86049 28.04997
H 0.15281 10.49124 28.17423
H -1.63780 9.22649 27.91863
C 2.71178 17.41701 34.50971
C 2.98229 16.22519 33.69433
N 3.20700 15.28568 33.02318
H 1.64933 17.54853 34.71464
H 3.15101 18.27895 34.00748
H 3.11751 17.37096 35.52033
C -4.50850 14.23886 31.47768
C -3.66094 14.63503 32.65153
N -2.97021 14.96118 33.44868
H -4.54998 15.04913 30.74978
H -5.45707 13.88186 31.87878
H -4.10831 13.35118 30.98782
O 9.43810 2.84244 30.77446
S 8.37707 2.93129 31.78365
O 7.30081 1.93525 31.90159
O 9.04855 3.24368 33.32123
C 9.87696 2.25290 33.86435
C 11.30559 2.65445 33.45542
C 7.47466 4.54256 31.49295
H 9.74515 1.28158 33.38761
H 9.72788 2.12707 34.93675
H 11.41741 3.73081 33.58598
H 11.48084 2.48239 32.39345
H 12.02640 2.07027 34.02749
H 6.56852 4.54561 32.09877
H 7.11645 4.49765 30.46446
H 8.13577 5.39369 31.65608
O -4.54247 6.85987 37.37708
S -3.66241 7.92977 37.82006
O -4.18801 9.20101 38.33288
O -2.75664 7.32202 39.04950
C -2.14729 6.04220 38.93313
C -0.66933 6.04727 39.27023
C -2.49101 8.30343 36.48851
H -2.28552 5.68356 37.91314
H -2.59544 5.32778 39.62368
H -0.05414 6.68326 38.63373
H -0.20105 5.06320 39.29125
H -0.56090 6.54491 40.23392
H -2.21196 7.38881 35.96535
H -1.57398 8.66132 36.95659
H -2.93682 9.01470 35.79320
O 6.32797 13.23609 25.69103
S 6.58836 11.81817 25.44011
O 6.88292 10.85080 26.50638
O 5.37139 11.18723 24.53269
C 4.67083 12.06451 23.70807
C 3.70477 11.32855 22.86723
C 7.98170 11.76454 24.24700
H 5.28309 12.66645 23.03659
H 4.16039 12.76022 24.37406
H 4.24049 10.61483 22.24137
H 3.03441 11.97162 22.29699
H 2.95973 10.80544 23.46670
H 8.32038 10.73936 24.09740
H 8.84228 12.28739 24.66428
H 7.69240 12.26358 23.32213

Entry 2:
68
Properties=species:S:1:pos:R:3 method="wB97M-V/def2-TZVPD" multiplicity=1 homo_energy_ev=-3.5 gap_ha=0.2714 fmax_ev_per_a=0.5 charge=-2 relative_energy_kcal_mol=22.3
Zn 0.41435 0.21845 -0.52215
O -3.06848 0.70738 1.69634
C -2.14682 0.58086 0.89151
O -0.93224 0.31824 1.12547
C -2.48950 0.79272 -0.58959
C -3.72629 1.29447 -0.97217
C -3.95859 1.53253 -2.31466
C -2.96065 1.24891 -3.23707
C -1.76423 0.73241 -2.77266
N -1.54313 0.51331 -1.48015
H -4.45719 1.48825 -0.20108
H -4.90608 1.94316 -2.64293
H -3.09382 1.43083 -4.29442
H -0.94979 0.48186 -3.44163
F 4.01750 -2.96845 -3.01470
C 4.34485 -2.59790 -1.76862
C 3.46498 -2.75883 -0.71607
C 3.95310 -2.41589 0.53519
F 3.18268 -2.57649 1.62186
C 5.23670 -1.94755 0.75054
F 5.68578 -1.69252 1.97971
C 6.07415 -1.77296 -0.33638
F 7.32113 -1.32427 -0.16051
C 5.62735 -2.09961 -1.60240
F 6.45268 -1.97005 -2.64993
Ge 1.65005 -3.56235 -0.76358
S -0.07605 -2.41934 -0.38545
C 1.41203 -4.53752 -2.50223
C 1.14932 -5.88911 -2.63774
F 1.16448 -6.72144 -1.57863
C 0.84151 -6.48677 -3.84987
F 0.60830 -7.80702 -3.92703
C 0.76927 -5.71302 -4.99072
F 0.47432 -6.27469 -6.17010
C 0.99289 -4.35192 -4.90060
F 0.90385 -3.59397 -5.99778
C 1.29291 -3.79490 -3.66776
F 1.44365 -2.47342 -3.63719
C 2.08000 -5.02943 0.54309
C 3.13278 -5.88677 0.28457
F 3.81325 -5.78836 -0.87340
C 3.54485 -6.87888 1.15479
F 4.56598 -7.69511 0.85134
C 2.88169 -7.03045 2.35809
F 3.26092 -7.98218 3.22105
C 1.83050 -6.18925 2.66636
F 1.19987 -6.32860 3.84039
C 1.44904 -5.20526 1.76300
F 0.44143 -4.42433 2.14674
C 1.44387 0.89077 3.02689
S 2.67873 0.91166 1.77814
O 2.65353 2.36927 1.25591
O 3.96657 0.70406 2.36609
O 2.27900 -0.00558 0.73442
H 1.56800 1.78817 3.62811
H 1.62694 -0.00294 3.61961
H 0.46035 0.84840 2.55441
Cl 3.48556 4.93831 0.42129
C 1.78277 4.41394 0.36476
Cl 0.97853 4.98757 1.86584
Cl 1.01919 5.18151 -1.02330
C 1.58006 2.89736 0.27770
N 0.73039 2.29292 -0.30487
N 1.51887 0.14881 -2.29595
C 1.96565 0.82172 -3.13890
N 2.55338 1.53285 -4.02926
C 1.95317 1.90636 -5.13342
N 1.50458 2.29151 -6.13234

Entry 3:
153
Properties=species:S:1:pos:R:3 method="wB97M-V/def2-TZVPD" multiplicity=1 homo_energy_ev=-6.7 gap_ha=0.3116 fmax_ev_per_a=4.6 charge=-1 relative_energy_kcal_mol=89.3
O -18.60497 9.61449 25.66022
C -18.83771 9.10096 24.57158
O -18.98060 7.85131 24.22208
B -19.34794 7.81248 22.77714
O -19.41430 9.22531 22.31281
C -19.12122 9.98550 23.32320
O -19.27764 11.18498 23.38701
O -20.71181 7.25735 22.62775
C -20.63191 6.03761 22.17596
O -21.53264 5.24245 22.00582
C -19.21198 5.89077 21.62260
O -18.50918 6.90896 21.95852
O -18.85272 4.89954 20.99425
C -22.75493 8.60882 27.89749
C -21.56868 8.79112 26.95098
C -21.89513 9.85670 25.90047
O -23.16459 9.64639 25.25931
C -23.21436 8.55568 24.33916
N -20.42543 9.14478 27.76908
H -22.94633 9.41639 28.60604
H -22.56989 7.67748 28.43249
H -23.67800 8.46077 27.33710
H -21.36115 7.83845 26.45964
H -21.16284 9.83770 25.09187
H -21.85978 10.79931 26.44844
H -22.54262 7.70236 24.43989
H -23.04392 8.86945 23.30504
H -24.25347 8.22476 24.32657
H -20.79159 9.94090 28.27795
H -19.66651 9.42232 27.15344
C -22.07164 1.44063 24.53847
C -21.15264 2.12992 23.52097
C -19.74374 2.53139 23.96721
O -19.76119 3.52806 24.97086
C -18.50523 4.11578 25.19828
N -21.01608 1.16921 22.43224
H -22.41443 2.18249 25.26037
H -21.49030 0.69400 25.08715
H -22.87668 0.82238 24.14468
H -21.66084 3.01080 23.12515
H -19.16650 3.07209 23.20971
H -19.13591 1.64175 24.15374
H -18.38285 4.88156 24.42862
H -17.67358 3.41669 25.29591
H -18.42490 4.68459 26.12607
H -20.32091 1.62761 21.85183
H -20.62966 0.26937 22.68266
C -24.78294 10.46118 15.45318
C -23.39960 10.43701 16.15748
C -23.45264 10.43324 17.67136
O -22.14332 10.30745 18.23126
C -22.04739 10.60125 19.60767
N -22.74344 9.19876 15.70517
H -24.77814 10.43198 14.36440
H -25.31256 11.36792 15.75209
H -25.37850 9.60542 15.77618
H -22.81766 11.28521 15.79233
H -24.05472 9.56356 17.94762
H -23.94715 11.34596 18.01330
H -21.79688 11.66424 19.65458
H -21.24590 10.12796 20.17704
H -22.97461 10.30750 20.10306
H -23.43966 8.45900 15.76203
H -22.31474 8.87922 16.57159
C -22.44060 15.18681 25.07452
C -21.98759 13.84819 24.50246
C -22.15619 13.75716 22.97720
O -21.44520 14.83657 22.37170
C -21.98545 15.16270 21.09569
N -20.60797 13.52159 24.92028
H -21.64445 15.87913 24.80256
H -22.50579 15.04315 26.15344
H -23.45203 15.44049 24.75951
H -22.60119 13.05418 24.93424
H -23.23628 13.89243 22.86454
H -21.94283 12.73632 22.65417
H -22.23066 14.29214 20.48464
H -21.23260 15.69721 20.51706
H -22.87292 15.76757 21.28925
H -20.21653 12.72597 24.42428
H -20.07375 14.27084 24.48892
C -18.89059 7.82444 17.47508
O -19.72615 6.94297 17.50618
N -18.42358 8.40842 18.57600
N -18.25096 8.23610 16.38294
H -17.74497 9.13060 18.40128
H -18.82188 8.20617 19.47695
H -17.68608 9.06703 16.39717
H -18.51504 7.71549 15.56219
C -18.30376 13.34626 19.69620
O -18.07855 13.26786 18.49524
N -18.37814 12.31236 20.49791
N -18.55157 14.45938 20.35344
H -18.35107 11.43363 20.00449
H -18.37947 12.38008 21.50247
H -18.73529 15.33200 19.88840
H -18.69521 14.39461 21.34736
C -15.88949 7.20066 24.60226
O -16.22019 6.42251 25.47019
N -15.85372 6.82092 23.32447
N -15.55641 8.47167 24.76612
H -16.35959 5.98944 23.07086
H -15.42458 7.46772 22.67728
H -15.54922 9.09843 23.98006
H -15.52892 8.60694 25.76679
C -24.32308 2.55584 21.22214
O -24.57755 1.60923 21.96285
N -25.25561 3.36401 20.72695
N -23.09896 2.97348 21.00461
H -26.16631 3.30385 21.15148
H -24.95538 4.19641 20.24773
H -22.90619 3.79576 20.45977
H -22.39079 2.41394 21.46050
C -18.72394 1.46177 19.94117
O -18.16304 1.36884 21.01191
N -18.71321 0.49278 19.02058
N -19.39539 2.61630 19.64365
H -18.10943 -0.28745 19.21699
H -19.34896 0.53965 18.24254
H -19.35609 3.39950 20.28658
H -19.83898 2.69029 18.74270
C -25.19600 7.52365 21.28936
O -25.12038 8.07040 20.17279
N -26.22290 7.76145 22.10040
N -24.30839 6.66230 21.68825
H -26.18200 7.23780 22.96025
H -26.87532 8.50813 21.93881
H -24.37694 6.18815 22.57510
H -23.51304 6.45824 21.10524
C -22.76601 5.32568 26.06465
O -23.41756 5.52962 27.04936
N -21.41692 5.23126 26.04394
N -23.35196 4.81545 24.99992
H -20.92809 4.71288 25.31717
H -20.90697 5.30611 26.90905
H -24.34947 4.70195 25.07329
H -22.85479 4.37224 24.24371
C -16.16250 12.61920 23.91578
O -15.64502 12.94744 22.84071
N -15.75820 11.69404 24.75613
N -17.17980 13.25079 24.51480
H -16.39676 11.42766 25.48552
H -14.87178 11.24942 24.57450
H -17.48418 14.11340 24.09179
H -17.54049 12.97855 25.41184
C -14.88695 9.46809 21.30750
O -14.36482 8.37891 21.32042
N -14.24969 10.64881 21.43130
N -16.19284 9.69370 21.41328
H -14.79707 11.43543 21.74826
H -13.25311 10.56457 21.55278
H -16.43310 10.64967 21.61991
H -16.80794 8.89914 21.32725

Entry 4:
120
Properties=species:S:1:pos:R:3 method="wB97M-V/def2-TZVPD" multiplicity=1 homo_energy_ev=-9.6 smiles=CC(C)O.CC(C)O.CC(C)O.CC(C)O.CC(C)O.CC(C)O.CC(C)O.CC(C)O.CC(C)O.CO.CO gap_ha=0.3671 fmax_ev_per_a=1.5 relative_energy_kcal_mol=28.8
C 1.08807 -5.80130 5.41352
C 1.02854 -4.62799 6.37579
C -0.39596 -4.33234 6.79023
O 1.82703 -4.92336 7.52389
H 0.63657 -5.67108 4.42660
H 0.65917 -6.68839 5.88949
H 2.13144 -6.02968 5.17538
H 1.54882 -3.77595 5.92341
H -1.01394 -4.12134 5.91451
H -0.41524 -3.44522 7.42764
H -0.82644 -5.17623 7.33158
H 1.22941 -5.31333 8.18281
C -2.17702 -12.41881 12.72006
C -1.19246 -11.27891 12.70152
C -0.21278 -11.28848 11.53375
O -1.85657 -10.01885 12.72857
H -1.76474 -13.41546 12.88830
H -2.84535 -12.45163 11.85498
H -2.85565 -12.33857 13.57888
H -0.60486 -11.38523 13.62420
H 0.21112 -12.27668 11.34468
H 0.64299 -10.65912 11.78825
H -0.70152 -10.87294 10.65232
H -1.40725 -9.46895 13.37356
C 2.55812 -11.15058 9.08602
C 3.61633 -12.19271 9.42501
C 4.84382 -11.97646 8.54382
O 3.98875 -12.03884 10.79128
H 1.58626 -11.33149 9.53785
H 2.41950 -10.95322 8.01595
H 2.92051 -10.14778 9.35459
H 3.22009 -13.19789 9.28318
H 5.62121 -12.74064 8.61768
H 5.34465 -11.02130 8.70608
H 4.54253 -12.03241 7.48967
H 3.99662 -11.10993 11.03192
C 1.31949 -14.69782 6.64267
C 0.29980 -13.60146 6.36182
C 0.90784 -12.48222 5.49773
O -0.88370 -14.08104 5.75116
H 2.25621 -14.31176 7.05575
H 1.65267 -15.26399 5.76679
H 0.94194 -15.40922 7.38002
H 0.08278 -13.13075 7.32446
H 0.10872 -11.81588 5.17056
H 1.41701 -12.89381 4.62400
H 1.60545 -11.86712 6.06976
H -0.60172 -14.69002 5.05777
C 2.51779 -6.91064 10.38872
C 1.14647 -7.52231 10.20706
C 0.31427 -7.55841 11.48538
O 0.46421 -6.76832 9.21365
H 3.08957 -7.36067 11.20835
H 2.43142 -5.87514 10.73692
H 3.14526 -6.91184 9.49874
H 1.24043 -8.56548 9.87874
H 0.74102 -8.21453 12.24569
H -0.64785 -7.98138 11.19071
H 0.13994 -6.55672 11.88062
H -0.16557 -7.38040 8.78718
C -4.63517 -4.43858 4.87928
C -4.89572 -5.71399 5.63659
C -3.84084 -6.07460 6.69092
O -6.18223 -5.65112 6.27961
H -4.67309 -3.56251 5.53600
H -5.33739 -4.29701 4.06036
H -3.61632 -4.42177 4.47779
H -5.01307 -6.56147 4.95411
H -4.23893 -6.89375 7.28671
H -3.60506 -5.23066 7.34436
H -2.91504 -6.38008 6.19678
H -6.19390 -4.84624 6.81374
C -3.45843 -7.25979 10.93979
C -4.61764 -6.47251 11.56097
C -5.05131 -5.32537 10.67218
O -5.68962 -7.37579 11.84868
H -3.63277 -7.55404 9.89915
H -3.29468 -8.20686 11.46092
H -2.51327 -6.71220 10.91662
H -4.25437 -6.12804 12.53757
H -4.22513 -4.63081 10.55298
H -5.92646 -4.86104 11.13334
H -5.39817 -5.68876 9.70303
H -5.38113 -7.98906 12.51965
C 4.95083 -7.31867 6.26434
C 4.38211 -8.73479 6.36494
C 3.12337 -8.91443 5.53678
O 5.38107 -9.69074 5.99741
H 5.37063 -7.13803 5.27537
H 5.80834 -7.21672 6.93912
H 4.20108 -6.59542 6.58722
H 4.09480 -8.95536 7.40030
H 2.28591 -8.47650 6.08075
H 2.86572 -9.97431 5.45892
H 3.19832 -8.49052 4.53673
H 6.15394 -9.51378 6.54093
C -4.03990 -9.69238 5.14706
C -3.79047 -10.34335 3.80462
C -2.31058 -10.61465 3.56071
O -4.46973 -11.62006 3.76034
H -3.46625 -10.20821 5.92324
H -5.06845 -9.66618 5.49852
H -3.61299 -8.68280 5.11564
H -4.27632 -9.77279 3.00884
H -1.67806 -9.72687 3.51098
H -2.18757 -11.26446 2.69779
H -1.96667 -11.17865 4.43688
H -4.12005 -12.13583 4.49995
C -3.65333 -10.83208 9.64060
O -3.96314 -9.93696 8.57149
H -3.85072 -10.35338 10.60122
H -4.16786 -11.78914 9.50453
H -2.60544 -11.13895 9.66237
H -4.89386 -9.74721 8.73958
C -0.81471 -9.62476 7.26464
O -1.33606 -8.62052 8.12010
H -1.57661 -10.23524 6.78321
H -0.20142 -9.11878 6.51804
H -0.17232 -10.31284 7.82768
H -2.23630 -8.83408 8.41083